DFT (ωB97M-V/def2-TZVPD) results for a molecular structure, C5H8O2 in a non-equilibrium geometry.

The geometry in XYZ format:
```
15
Properties=species:S:1:pos:R:3:nbo_charge:R:1
H -2.374 -0.632 -0.756 0.23
C 0.203 0.676 0.503 0.17
C 1.073 0.092 -0.599 -0.46
C -1.432 -0.588 -1.307 -0.63
H -1.461 0.279 -1.976 0.23
H 1.955 -0.492 -0.337 0.23
O -0.225 1.982 0.509 -0.67
H 0.546 2.544 0.659 0.48
O -0.233 -1.368 0.783 -0.50
H 1.606 -0.476 2.001 0.05
C -0.292 -0.460 -0.345 0.25
H -1.341 -1.490 -1.922 0.22
C 0.209 -0.332 1.630 -0.08
H 1.154 0.728 -1.475 0.22
H 0.612 -0.461 2.633 0.27
```

The value obtained for the LUMO energy is 0.6 eV. The calculation puts the energy relative to the best compared isomer or geometry (same formula, charge and spin) at 128.8 kcal per mole. As for the total energy: -345.59970 Ha. The calculation puts the maximum force at 3.3 eV/Å.